A 9-piece molecular cluster, H18O9 overall in a non-equilibrium geometry, computed with ωB97M-V/def2-TZVPD.

Properties
Net charge = 0
F_max = 4.83 eV/Å
Energy above the lowest of the compared OMol25 structures with the same formula, charge and spin = 589.9 kJ/mol
SMILES = O.O.O.O.O.O.O.O.O
Highest occupied orbital energy = -8.776 eV
Gap between HOMO and LUMO = 8.942 eV
Multiplicity = 1

The geometry in XYZ format:
```
27
Properties=species:S:1:pos:R:3:forces:R:3
H -0.480 0.392 1.372 -0.232 -0.292 -0.134
H 0.009 -1.031 1.588 -0.536 -0.002 -0.008
H -2.516 1.291 -0.140 0.249 0.510 0.093
H -2.607 2.713 0.388 -0.024 -0.021 0.057
H 1.470 -0.143 2.246 0.033 0.138 -0.022
H 1.313 1.267 2.792 0.083 0.101 0.017
H 0.098 -3.052 -0.862 -0.061 0.118 0.101
H 1.532 -2.563 -0.981 0.094 -0.037 -0.004
H -0.268 0.724 -1.223 -0.068 0.245 0.456
H 0.702 1.887 -1.088 -0.137 -0.176 -0.299
H 4.611 -1.885 0.472 -0.051 -0.099 -0.100
H 3.290 -1.197 0.167 -0.067 0.042 -0.098
H -3.876 -1.514 -0.818 -0.020 -0.201 0.100
H -4.015 -0.788 0.510 0.013 -0.180 0.195
H -1.169 -0.813 -1.607 -0.243 -0.268 -0.630
H -2.254 -0.222 -0.722 0.012 -0.216 -0.299
H 2.845 2.460 -1.664 -0.056 -0.085 -0.060
H 2.193 2.913 -0.368 0.041 -0.040 0.140
O -0.648 -0.519 1.104 0.505 -0.924 3.874
O -2.015 1.953 0.350 -1.372 0.336 1.018
O 1.038 0.700 2.063 1.909 1.244 1.148
O 0.634 -2.252 -0.821 0.360 -0.306 -0.199
O -0.238 1.686 -1.167 0.812 0.246 -1.179
O 3.772 -2.018 0.016 0.006 0.130 0.137
O -4.379 -1.523 0.004 -0.065 0.243 -0.172
O -1.368 -0.600 -0.688 -2.110 -0.875 -4.255
O 2.325 2.134 -0.920 0.926 0.368 0.123
```
Positions in Å, forces in eV/Å.